[1]
This record from the Open Molecules 2025 dataset describes a structure of composition C41H40Cl2O4P3PtSTe. The level of theory is ωB97M-V with the def2-TZVPD basis set.

The energy relative to the best compared isomer or geometry (same formula, charge and spin) comes out at 277.4 kJ/mol. Its highest occupied orbital energy (alpha / beta) is -8.5 / -8.5 eV. As for the frontier orbital gap (alpha / beta): 3.56 / 3.56 eV. The net charge is +1.

Each line ends with the Mulliken charge.
Geometry (Å):
1 Pt -0.200 -0.770 -0.510  3.491
2 O 1.174 -4.006 -1.611  -0.812
3 S 0.865 -2.984 -0.618  1.371
4 C 0.205 -3.848 0.819  0.373
5 C 0.569 -5.176 0.985  -0.634
6 C 0.130 -5.868 2.100  -0.869
7 C -0.708 -5.239 3.012  -0.890
8 C -1.124 -3.936 2.799  -0.570
9 C -0.667 -3.219 1.696  -0.478
10 P -1.206 -1.494 1.419  0.743
11 C -0.459 -0.624 2.826  0.828
12 C 0.829 -0.972 3.238  -0.470
13 C 1.477 -0.221 4.204  -0.739
14 C 0.852 0.886 4.760  -0.751
15 C -0.427 1.239 4.352  -0.853
16 C -1.079 0.493 3.383  -0.905
17 C -2.992 -1.491 1.710  1.105
18 C -3.804 -1.426 0.578  -0.687
19 C -5.177 -1.308 0.706  -0.819
20 C -5.747 -1.261 1.969  -0.590
21 C -4.947 -1.352 3.101  -0.941
22 C -3.573 -1.463 2.978  -0.222
23 C 2.470 -2.461 0.059  0.676
24 C 3.252 -3.327 0.806  -0.787
25 C 4.499 -2.913 1.247  -0.900
26 C 4.965 -1.646 0.924  -0.876
27 C 4.190 -0.791 0.159  -0.638
28 C 2.934 -1.193 -0.287  0.155
29 P 1.866 -0.078 -1.266  0.586
30 C 2.513 -0.094 -2.947  0.593
31 C 1.908 0.786 -3.846  -0.587
32 C 2.296 0.781 -5.173  -0.682
33 C 3.273 -0.106 -5.605  -0.534
34 C 3.863 -0.989 -4.714  -0.717
35 C 3.484 -0.992 -3.381  -0.834
36 C 2.245 1.558 -0.599  0.221
37 C 3.236 2.379 -1.128  -0.309
38 C 3.460 3.628 -0.571  -0.836
39 C 2.696 4.060 0.503  -0.788
40 C 1.706 3.244 1.033  -0.446
41 C 1.482 1.994 0.486  0.249
42 H 1.180 -5.652 0.229  0.699
43 H 0.435 -6.894 2.254  0.444
44 H -1.049 -5.779 3.885  0.470
45 H -1.815 -3.475 3.491  0.408
46 H 1.322 -1.836 2.807  0.205
47 H 2.473 -0.497 4.522  0.490
48 H 1.362 1.474 5.511  0.425
49 H -0.916 2.100 4.788  0.454
50 H -2.075 0.774 3.064  0.562
51 H -3.353 -1.455 -0.407  0.262
52 H -5.797 -1.237 -0.177  0.454
53 H -6.817 -1.145 2.073  0.424
54 H -5.398 -1.320 4.083  0.448
55 H -2.955 -1.507 3.866  0.379
56 H 2.896 -4.317 1.048  0.500
57 H 5.107 -3.585 1.835  0.458
58 H 5.944 -1.331 1.259  0.448
59 H 4.561 0.190 -0.103  0.507
60 H 1.130 1.454 -3.492  0.421
61 H 1.838 1.464 -5.876  0.451
62 H 3.574 -0.108 -6.644  0.401
63 H 4.625 -1.674 -5.059  0.445
64 H 3.936 -1.687 -2.685  0.433
65 H 3.821 2.043 -1.975  0.516
66 H 4.230 4.269 -0.978  0.451
67 H 2.866 5.042 0.924  0.422
68 H 1.106 3.588 1.865  0.559
69 H 0.705 1.349 0.882  -0.610
70 Cl -0.156 -1.445 -5.084  -0.078
71 C -1.450 -2.245 -4.192  -0.656
72 Cl -1.771 -1.423 -2.649  0.043
73 H -1.154 -3.264 -3.969  0.309
74 H -2.367 -2.192 -4.772  0.442
75 C -1.996 5.402 -3.650  -1.303
76 C -2.715 4.496 -2.672  -0.170
77 O -1.785 3.517 -2.190  -0.162
78 P -2.254 2.120 -1.578  -0.844
79 O -0.955 1.362 -1.397  0.299
80 Te -4.196 1.263 -2.691  -0.418
81 O -2.912 2.475 -0.150  -0.033
82 C -2.064 3.001 0.881  1.192
83 C -2.959 3.648 1.917  -1.634
84 H -2.685 6.155 -4.029  0.408
85 H -1.609 4.816 -4.483  0.301
86 H -1.164 5.903 -3.157  0.300
87 H -3.551 3.989 -3.161  0.263
88 H -3.115 5.068 -1.830  0.193
89 H -1.358 3.721 0.457  0.479
90 H -1.486 2.174 1.310  -0.815
91 H -3.550 4.434 1.452  0.439
92 H -2.364 4.071 2.727  0.359
93 H -3.650 2.910 2.324  0.330

[2]
This record from the Open Molecules 2025 dataset describes a structure of composition C38H50Cl2NO6P2V. The level of theory is ωB97M-V with the def2-TZVPD basis set.

The energy relative to the best compared isomer or geometry (same formula, charge and spin) comes out at 88.4 kJ/mol. Its highest occupied orbital energy (alpha / beta) is -2.5 / -2.5 eV. As for the frontier orbital gap (alpha / beta): 6.70 / 6.71 eV. Its expectation value of S² is 2.020. The net charge is -2. Its spin multiplicity is 3.

Each line ends with the Löwdin spin population.
Geometry (Å):
1 V -0.760 1.630 -0.526  1.935
2 C -0.527 -1.064 4.937  0.000
3 C -1.504 0.077 4.808  0.000
4 C -2.261 0.434 5.923  0.000
5 C -3.198 1.458 5.880  0.000
6 C -3.420 2.136 4.692  0.000
7 C -2.681 1.789 3.569  0.000
8 C -1.701 0.793 3.616  0.002
9 P -0.827 0.541 2.027  0.008
10 C -0.881 -1.277 1.831  -0.001
11 C 0.267 -2.060 1.877  0.000
12 C 0.198 -3.434 1.724  0.000
13 C -1.030 -4.032 1.491  0.000
14 C -2.175 -3.252 1.419  0.000
15 C -2.125 -1.872 1.589  0.000
16 C -3.404 -1.069 1.530  0.000
17 C 0.918 0.978 2.341  -0.003
18 C 1.407 1.404 3.575  0.002
19 C 2.669 1.968 3.695  -0.006
20 C 3.440 2.130 2.548  0.001
21 C 2.952 1.739 1.314  -0.005
22 C 1.685 1.156 1.165  0.002
23 C 1.146 0.801 -0.165  -0.001
24 H -0.364 -1.296 5.991  0.000
25 H 0.434 -0.839 4.478  0.000
26 H -0.906 -1.960 4.440  0.000
27 H -2.109 -0.114 6.848  0.000
28 H -3.756 1.715 6.774  0.000
29 H -4.158 2.927 4.629  0.000
30 H -2.879 2.281 2.623  0.000
31 H 1.229 -1.582 2.020  0.000
32 H 1.102 -4.029 1.741  0.000
33 H -1.093 -5.102 1.333  0.000
34 H -3.131 -3.717 1.198  0.000
35 H -4.129 -1.566 0.883  0.000
36 H -3.259 -0.057 1.144  0.000
37 H -3.850 -0.972 2.524  0.000
38 H 0.781 1.329 4.457  0.000
39 H 3.035 2.288 4.663  0.000
40 H 4.425 2.580 2.617  0.000
41 H 3.549 1.892 0.421  0.000
42 H 0.816 -0.252 -0.218  0.002
43 H 1.872 0.950 -0.965  0.005
44 Cl -2.037 -0.148 -1.427  0.009
45 C -0.883 0.870 -2.413  -0.004
46 H -1.433 1.332 -3.231  0.003
47 H -0.100 0.207 -2.781  0.005
48 C 0.778 3.430 -2.912  0.004
49 C 0.412 4.147 -1.651  0.006
50 C 0.598 5.473 -1.373  -0.001
51 C 0.112 5.689 -0.048  -0.002
52 C -0.353 4.488 0.413  0.004
53 C -0.966 4.220 1.747  0.002
54 N -0.187 3.511 -0.565  0.002
55 H 1.517 4.022 -3.459  0.000
56 H -0.083 3.280 -3.570  0.000
57 H 1.203 2.447 -2.709  0.002
58 H 1.043 6.201 -2.037  0.000
59 H 0.100 6.619 0.505  0.000
60 H -1.057 5.164 2.289  0.000
61 H -0.356 3.546 2.358  0.001
62 H -1.959 3.786 1.641  0.000
63 C 4.673 -1.027 -1.865  0.000
64 C 3.780 -2.236 -1.633  0.000
65 C 3.471 -2.365 -0.142  0.000
66 C 4.449 -3.503 -2.157  0.000
67 O 2.598 -1.958 -2.386  0.000
68 P 1.192 -2.763 -2.213  0.000
69 O 1.432 -4.235 -2.113  0.000
70 O 0.367 -2.061 -1.196  0.000
71 O 0.631 -2.373 -3.691  0.000
72 C -0.334 -3.160 -4.396  0.000
73 C 0.345 -4.375 -5.020  0.000
74 C -0.863 -2.230 -5.477  0.000
75 C -1.473 -3.591 -3.475  0.000
76 H 5.616 -1.136 -1.321  0.000
77 H 4.166 -0.124 -1.521  0.000
78 H 4.887 -0.919 -2.931  0.000
79 H 4.378 -2.639 0.405  0.000
80 H 2.713 -3.132 0.025  0.000
81 H 3.087 -1.418 0.244  0.000
82 H 5.381 -3.688 -1.614  0.000
83 H 4.673 -3.388 -3.220  0.000
84 H 3.775 -4.352 -2.037  0.000
85 H 1.130 -4.045 -5.707  0.000
86 H -0.384 -4.974 -5.574  0.000
87 H 0.802 -4.979 -4.237  0.000
88 H -0.037 -1.878 -6.100  0.000
89 H -1.340 -1.361 -5.019  0.000
90 H -1.590 -2.748 -6.109  0.000
91 H -1.094 -4.207 -2.657  0.000
92 H -2.210 -4.166 -4.043  0.000
93 H -1.955 -2.715 -3.038  0.000
94 Cl -4.403 4.749 -2.622  0.000
95 C -3.273 3.581 -1.835  0.002
96 C -3.682 3.114 -0.439  0.003
97 O -4.708 3.514 0.097  0.002
98 O -2.836 2.282 0.046  0.013
99 H -2.298 4.059 -1.782  0.001
100 H -3.211 2.714 -2.487  0.000

[3]
This record from the Open Molecules 2025 dataset describes a cluster of 3 separate species, C26H50NO8P2S in total. The level of theory is ωB97M-V with the def2-TZVPD basis set.

The energy relative to the best compared isomer or geometry (same formula, charge and spin) comes out at 1044.5 kJ/mol. Its highest occupied orbital energy is -11.2 eV. As for the frontier orbital gap: 6.89 eV. The net charge is +1.

Each line ends with the Mulliken charge.
Geometry (Å):
1 C 7.350 0.341 2.479  -1.005
2 C 6.766 0.766 0.983  0.072
3 C 6.288 2.337 1.056  -0.518
4 C 5.873 2.997 -0.387  -0.699
5 C 4.675 2.186 -1.188  -0.124
6 C 3.281 3.038 -1.323  -0.790
7 C 2.078 2.255 -2.143  -0.444
8 C 0.565 2.756 -1.647  -0.485
9 C -0.496 1.486 -1.506  -0.347
10 C -0.296 0.799 -0.024  -0.688
11 N 0.462 -0.362 0.145  0.085
12 C 0.626 -0.904 1.576  0.403
13 C -0.452 -2.107 1.852  -0.352
14 C 0.186 -3.616 1.914  0.100
15 C 0.622 -4.230 0.437  -1.052
16 O -0.919 -4.511 2.394  -0.572
17 P 2.503 -1.242 1.673  1.384
18 O 2.967 -2.009 2.997  -0.719
19 O 3.139 -2.105 0.257  -0.589
20 O 3.406 0.288 1.695  -0.391
21 C 0.283 0.509 2.403  -0.280
22 S -0.194 0.390 4.214  -0.170
23 C -0.871 1.250 1.460  0.081
24 P -2.706 0.780 1.702  0.485
25 C -3.458 1.781 3.188  -0.998
26 C -3.785 1.373 0.194  -1.048
27 H 6.990 1.118 3.310  0.271
28 H 6.941 -0.709 2.850  0.272
29 H 8.527 0.326 2.525  0.278
30 H 7.640 0.561 0.211  0.357
31 H 5.882 0.034 0.735  -0.118
32 H 7.167 2.965 1.556  0.365
33 H 5.372 2.445 1.811  0.075
34 H 5.534 4.117 -0.163  0.297
35 H 6.874 3.076 -1.032  0.306
36 H 4.567 1.126 -0.703  0.018
37 H 5.098 2.001 -2.288  0.299
38 H 3.530 4.051 -1.864  0.347
39 H 2.934 3.308 -0.237  0.233
40 H 2.208 1.085 -1.997  0.154
41 H 2.253 2.455 -3.294  0.412
42 H 0.147 3.621 -2.352  0.376
43 H 0.697 3.195 -0.555  0.311
44 H -1.613 1.790 -1.750  -0.251
45 H -0.175 0.682 -2.310  0.268
46 H 0.882 -0.709 -0.747  0.483
47 H -1.213 -2.098 0.933  -0.050
48 H -1.119 -1.964 2.812  0.208
49 H 1.059 -3.760 2.680  0.396
50 H 0.217 -3.529 -0.407  0.148
51 H 1.810 -4.343 0.431  0.184
52 H 0.218 -5.347 0.323  0.493
53 H -1.487 -4.791 1.599  0.263
54 H 2.397 -2.243 -0.404  0.277
55 H 2.902 0.908 1.083  0.182
56 H 1.127 1.350 2.398  0.140
57 H 0.958 0.289 5.015  0.231
58 H -0.886 2.421 1.443  0.529
59 H -2.731 2.688 3.384  0.295
60 H -4.508 2.263 2.904  0.347
61 H -3.555 1.093 4.131  0.279
62 H -3.709 0.634 -0.710  0.208
63 H -3.496 2.468 -0.159  0.343
64 H -4.941 1.435 0.472  0.387
65 O -2.059 3.551 -3.638  -0.556
66 C -2.747 2.824 -4.336  0.494
67 O -3.881 3.226 -4.982  -0.359
68 C -4.486 2.097 -5.612  -0.425
69 C -3.377 1.090 -5.772  -0.630
70 C -2.505 1.365 -4.574  -0.092
71 H -5.292 1.729 -4.969  0.255
72 H -4.909 2.396 -6.575  0.335
73 H -3.737 0.059 -5.825  0.336
74 H -2.815 1.300 -6.691  0.284
75 H -2.831 0.801 -3.695  0.109
76 H -1.452 1.170 -4.790  0.314
77 O -3.443 -2.638 0.042  -0.580
78 C -4.202 -3.441 0.559  0.519
79 O -4.060 -4.796 0.478  -0.376
80 C -5.181 -5.422 1.102  -0.439
81 C -5.741 -4.388 2.043  -0.575
82 C -5.440 -3.094 1.330  -0.228
83 H -5.897 -5.709 0.325  0.275
84 H -4.853 -6.321 1.632  0.332
85 H -6.803 -4.533 2.258  0.331
86 H -5.196 -4.418 2.994  0.285
87 H -6.234 -2.823 0.628  0.324
88 H -5.251 -2.282 2.035  0.112

[4]
This record from the Open Molecules 2025 dataset describes a cluster of 2 separate species, C2H8S in total. The level of theory is ωB97M-V with the def2-TZVPD basis set.

The energy relative to the best compared isomer or geometry (same formula, charge and spin) comes out at 0.0 kJ/mol. Its highest occupied orbital energy is -9.8 eV. As for the frontier orbital gap: 10.72 eV.

Each line ends with the natural charge from an NBO analysis.
Geometry (Å):
1 S 2.263 2.737 -0.053  -0.283
2 H 1.137 2.400 0.587  0.141
3 H 2.931 1.683 0.436  0.142
4 C -0.466 -1.529 -0.256  -0.606
5 C -1.108 -0.181 0.024  -0.604
6 H -0.618 -2.222 0.568  0.202
7 H 0.607 -1.453 -0.396  0.202
8 H -0.882 -1.986 -1.158  0.204
9 H -0.535 0.432 0.713  0.194
10 H -1.213 0.416 -0.887  0.204
11 H -2.116 -0.296 0.422  0.203

Maximum force, respectively: 0.0546; 0.0343; 0.1439; 0.0109 Eh/bohr.
Molar mass, respectively: 1115.34; 800.62; 598.70; 64.15 u.